1.
{"formula": "C9H9CoNO13P2", "method": "ωB97M-V/def2-TZVPD", "fmax_ev_per_a": 1.13, "orbital_gap_ev": [8.64, 8.53], "energy_ev": -93800.159, "e_above_lowest_kcal_mol": 0.00, "e_homo_ev": [-7.401, -7.319], "total_charge": -1, "lumo_energy_ev": [1.237, 1.212], "multiplicity": 1, "species": ["Co", "O", "P", "O", "O", "O", "P", "O", "O", "O", "H", "H", "O", "C", "O", "C", "C", "C", "C", "C", "C", "N", "O", "O", "H", "H", "H", "H", "C", "C", "O", "O", "H", "H", "H"], "positions_angstrom": [[0.97094, -1.35922, 1.11529], [-0.22545, -3.32819, -1.78010], [0.54242, -3.87570, -0.51394], [0.33872, -5.30593, -0.29610], [0.19544, -2.94798, 0.68818], [2.10957, -3.57844, -0.84099], [2.83023, -2.18521, -1.17230], [2.32438, -1.79772, -2.64831], [4.29099, -2.31170, -1.13243], [2.13856, -1.14038, -0.27040], [-0.36373, -2.34711, -1.74523], [3.03027, -1.99793, -3.27674], [-0.76551, -0.64543, -1.60871], [-0.68324, 0.15231, -0.68752], [-0.15432, -0.03038, 0.47476], [-1.26424, 1.53731, -0.87009], [-1.32347, 2.43658, 0.18694], [-1.86804, 3.69731, 0.00159], [-2.33808, 4.02856, -1.25664], [-2.29037, 3.15347, -2.32810], [-1.74811, 1.89685, -2.12161], [-2.91637, 5.37330, -1.46580], [-3.38710, 5.62548, -2.55906], [-3.02073, 6.10446, -0.49894], [-0.94247, 2.13560, 1.15252], [-1.93000, 4.41401, 0.80527], [-2.66970, 3.45961, -3.29070], [-1.68970, 1.17216, -2.92290], [1.68314, -1.82457, 4.78093], [1.38904, -1.65669, 3.32868], [2.23831, -1.97199, 2.43599], [0.26761, -1.21874, 2.91800], [2.75553, -1.77248, 4.95838], [1.32702, -2.81372, 5.07673], [1.14847, -1.07749, 5.36334]]}

=====

2.
{"formula": "C9H9F2O15Pb", "method": "ωB97M-V/def2-TZVPD", "fmax_ev_per_a": 3.65, "orbital_gap_ev": 7.45, "energy_ev": -50879.438, "e_above_lowest_kcal_mol": 19.08, "e_homo_ev": -5.242, "total_charge": -1, "lumo_energy_ev": 2.209, "multiplicity": 1, "species": ["Pb", "O", "C", "O", "O", "H", "O", "C", "O", "O", "H", "O", "C", "O", "O", "H", "C", "C", "O", "C", "O", "O", "F", "H", "H", "H", "C", "C", "O", "C", "O", "O", "F", "H", "H", "H"], "positions_angstrom": [[-18.74698, 0.88009, -2.36237], [-16.67419, -0.65744, -5.99571], [-17.26654, -0.37111, -4.81959], [-16.58657, 0.22445, -3.93649], [-18.48620, -0.59652, -4.61923], [-15.81009, -0.23337, -5.86916], [-20.15350, 4.07002, -4.96836], [-19.79824, 3.03622, -4.16649], [-20.67278, 2.20542, -3.80473], [-18.60501, 2.95258, -3.74823], [-21.06881, 3.83879, -5.18532], [-19.80472, 3.37592, 1.06352], [-19.35911, 2.52376, 0.12353], [-18.16433, 2.60300, -0.28461], [-20.13933, 1.64318, -0.35680], [-18.97095, 3.81439, 1.30659], [-22.74853, -3.47104, -0.82537], [-23.36932, -2.10464, -0.91674], [-22.46370, -1.45059, -1.80110], [-21.26829, -2.02475, -1.64363], [-20.23029, -1.50147, -1.90676], [-21.34791, -3.13850, -0.87935], [-23.29986, -1.46604, 0.28482], [-22.99543, -4.16441, -1.62888], [-22.88237, -3.95647, 0.13972], [-24.40224, -2.03570, -1.24557], [-15.60029, -3.14915, 0.64858], [-17.10891, -3.51677, 0.70059], [-17.70597, -2.47926, -0.03431], [-16.85243, -1.53575, -0.35640], [-17.14292, -0.50614, -0.88435], [-15.62107, -1.85650, 0.10031], [-17.60030, -3.45996, 1.97220], [-15.02101, -3.83671, 0.02831], [-15.12896, -3.15424, 1.63115], [-17.38803, -4.48587, 0.29123]]}